# 1
DFT (ωB97M-V/def2-TZVPD) results for C3H2CdO3 as an isolated structure in a non-equilibrium geometry.

Positions of all 9 atoms, in Å:
O (-0.29074, 0.14907, 0.44033)
C (0.07301, -1.24838, 0.41622)
C (1.40703, -1.42229, 0.41087)
O (2.31628, -0.54402, 0.32346)
Cd (1.48914, 1.22398, 0.44817)
H (-0.73775, -1.95572, 0.54636)
C (-1.35693, 0.37343, -0.34499)
O (-1.04919, 1.48305, -0.97833)
H (-1.85085, 1.94087, -1.26209)

Lowest unoccupied orbital energy (spin up / spin down) = -0.26288 / -0.27313 hartree
ΔE to the lowest compared entry with this formula, charge and spin = 124.5 kcal per mole
Total charge = +1
HOMO energy (spin up / spin down) = -13.281 / -13.394 eV
2S+1 = 2
Frontier orbital gap (spin up / spin down) = 6.1 / 6.0 eV


# 2
DFT (ωB97M-V/def2-TZVPD) results for C3H2Cl2N2O as an isolated structure in a non-equilibrium geometry.

Positions of all 10 atoms, in Å:
C (0.10686, 1.45814, -0.46329)
C (0.49917, -0.91847, 0.31212)
C (-0.81884, -0.16376, 0.01788)
N (1.31960, 1.16924, 0.07242)
N (1.55681, 0.02310, 0.40294)
O (-0.34542, 2.39004, -1.00018)
Cl (-1.55388, -0.78984, -1.43620)
Cl (-1.80337, -0.18880, 1.42863)
H (0.47045, -1.47838, 1.28063)
H (0.56862, -1.50127, -0.61495)

Lowest unoccupied orbital energy = -0.05325 hartree
ΔE to the lowest compared entry with this formula, charge and spin = 60.8 kcal per mole
HOMO energy = -9.325 eV
Frontier orbital gap = 7.9 eV


# 3
DFT (ωB97M-V/def2-TZVPD) results for a 2-piece molecular cluster, C3H2Cl2N2O2S overall in a non-equilibrium geometry.

Positions of all 12 atoms, in Å:
C (1.72766, 1.24634, 0.70112)
C (1.33179, 0.14174, 0.09509)
C (1.51875, -1.17923, -0.06801)
N (1.76727, 2.20554, 1.34103)
N (-1.91286, -0.48724, 0.05927)
O (-1.66232, 2.09850, 0.12471)
O (-1.50016, 0.89988, -2.05091)
S (-1.26502, 0.93086, -0.61408)
Cl (0.65422, -2.44610, -0.83318)
Cl (3.11714, -1.73623, 0.41960)
H (-2.37680, -0.41446, 0.97261)
H (-1.39966, -1.25959, -0.14725)

Lowest unoccupied orbital energy (spin up / spin down) = -0.08141 / -0.09098 hartree
ΔE to the lowest compared entry with this formula, charge and spin = 12.1 kcal per mole
HOMO energy (spin up / spin down) = -10.172 / -9.820 eV
Frontier orbital gap (spin up / spin down) = 8.0 / 7.3 eV


# 4
DFT (ωB97M-V/def2-TZVPD) results for one molecule with the formula C3H2Cl2O2 in a non-equilibrium geometry.

Positions of all 9 atoms, in Å:
O (-0.40068, -2.63247, 0.26186)
C (0.33520, -1.71338, 0.18984)
C (0.19373, -0.21226, 0.01486)
C (1.86186, -0.34252, 0.05397)
Cl (2.66854, 0.02152, -1.45776)
Cl (2.63258, 0.46639, 1.39993)
O (1.71084, -1.72769, 0.25268)
H (-0.21769, 0.13913, -0.92381)
H (-0.21619, 0.31202, 0.87133)

Lowest unoccupied orbital energy = 0.02179 hartree
ΔE to the lowest compared entry with this formula, charge and spin = 15.6 kcal per mole
SMILES = O=C1CC(Cl)(Cl)O1
HOMO energy = -11.086 eV
Frontier orbital gap = 11.7 eV


# 5
DFT (ωB97M-V/def2-TZVPD) results for a 2-piece molecular cluster, C3H2Cl2O2 overall in a non-equilibrium geometry.

Positions of all 9 atoms, in Å:
C (-1.50733, -1.58205, 0.10144)
C (0.02245, 0.97688, 0.02453)
C (1.30797, 0.69482, -0.11958)
O (-1.62832, -1.96437, -0.97115)
O (-1.50767, -1.23942, 1.20556)
Cl (1.92034, 0.67588, -1.74883)
Cl (2.36640, 0.49309, 1.19581)
H (-0.61582, 0.92876, -0.79063)
H (-0.35803, 1.01639, 1.10286)

Lowest unoccupied orbital energy (spin up / spin down) = 0.01802 / -0.09994 hartree
ΔE to the lowest compared entry with this formula, charge and spin = 0.0 kcal per mole
HOMO energy (spin up / spin down) = -5.981 / -11.647 eV
2S+1 = 3
Frontier orbital gap (spin up / spin down) = 6.5 / 8.9 eV


# 6
DFT (ωB97M-V/def2-TZVPD) results for one molecule with the formula C3H2Cl2OS in a non-equilibrium geometry.

Positions of all 9 atoms, in Å:
S (-3.65087, 0.04201, -0.04331)
C (-2.20546, -0.69802, -0.22358)
O (-0.98740, 0.05154, 0.27381)
C (0.13126, -0.74310, 0.29728)
C (1.27530, -0.08587, 0.12144)
Cl (1.36090, 1.59445, -0.05485)
Cl (2.94477, -0.91298, -0.08369)
H (-1.99039, -1.76330, -0.49640)
H (-0.09939, -1.74430, 0.18327)

Lowest unoccupied orbital energy = -0.03063 hartree
ΔE to the lowest compared entry with this formula, charge and spin = 36.7 kcal per mole
SMILES = S=COC=C(Cl)Cl
HOMO energy = -9.353 eV
Frontier orbital gap = 8.5 eV


What did the third record say?
DFT (ωB97M-V/def2-TZVPD) results for a 2-piece molecular cluster, C3H2Cl2N2O2S overall in a non-equilibrium geometry.

Positions of all 12 atoms, in Å:
C (1.72766, 1.24634, 0.70112)
C (1.33179, 0.14174, 0.09509)
C (1.51875, -1.17923, -0.06801)
N (1.76727, 2.20554, 1.34103)
N (-1.91286, -0.48724, 0.05927)
O (-1.66232, 2.09850, 0.12471)
O (-1.50016, 0.89988, -2.05091)
S (-1.26502, 0.93086, -0.61408)
Cl (0.65422, -2.44610, -0.83318)
Cl (3.11714, -1.73623, 0.41960)
H (-2.37680, -0.41446, 0.97261)
H (-1.39966, -1.25959, -0.14725)

Lowest unoccupied orbital energy (spin up / spin down) = -0.08141 / -0.09098 hartree
ΔE to the lowest compared entry with this formula, charge and spin = 12.1 kcal per mole
HOMO energy (spin up / spin down) = -10.172 / -9.820 eV
Frontier orbital gap (spin up / spin down) = 8.0 / 7.3 eV


Question: Number 5 is which compound?
Answer: C3H2Cl2O2